[1]
Computed, not measured: a molecular structure, C33H40AsBrI2N6O3RuSeSi2, with the ωB97M-V functional and the def2-TZVPD basis.

Its expectation value of S² is 8.77. Its relative energy (zero: lowest compared OMol25 entry of this formula, charge and spin) is 0.000 eV. The value obtained for the frontier orbital gap (spin up / spin down) is 0.2436 / 0.2029 Eh.

```
! wB97M-V def2-TZVPD RIJCOSX def2/J DEFGRID3
* xyz 1 6
Ru -0.6260 -0.0317 -0.2364
O -3.9647 5.5827 -3.3444
N -3.8486 5.7534 -2.1491
O -4.3026 6.6898 -1.5376
C -3.0973 4.7321 -1.3667
C -3.2432 4.8093 -0.0333
C -2.6064 3.8606 0.8290
C -2.7900 3.8749 2.2233
C -2.2033 2.8978 2.9808
C -1.4199 1.9328 2.3335
N -1.2161 1.9168 1.0315
C -1.8183 2.8580 0.2757
C -1.6277 2.8060 -1.1622
N -0.8022 1.8420 -1.6341
C -0.5999 1.7494 -2.9323
C -1.2182 2.5979 -3.8508
C -2.0531 3.5822 -3.3916
C -2.2763 3.7224 -2.0047
H -3.8727 5.5808 0.3866
H -3.4055 4.6421 2.6736
H -2.3337 2.8508 4.0516
H -0.9280 1.1512 2.9040
H 0.0992 0.9846 -3.2567
H -1.0329 2.4784 -4.9082
H -2.5364 4.2505 -4.0834
Se -5.2190 1.2108 0.1519
C -3.7501 0.3191 -0.2950
N -2.7711 -0.2662 -0.5731
C 1.2421 -3.3963 2.7140
Si 2.4250 -1.9646 2.6548
C 2.7589 -1.2796 4.3554
C 3.9765 -2.4006 1.7345
As 1.3280 -0.1636 1.5450
Si 2.6640 1.7909 1.8269
C 2.1905 2.4980 3.4851
C 2.1975 2.9410 0.4345
C 4.4643 1.3352 1.7688
H 1.7956 -4.3340 2.7964
H 0.6158 -3.4364 1.8216
H 0.5794 -3.3158 3.5763
H 3.0920 -2.0700 5.0316
H 1.8518 -0.8424 4.7768
H 3.5282 -0.5073 4.3387
H 4.4911 -3.2069 2.2620
H 4.6585 -1.5556 1.6520
H 3.7492 -2.7485 0.7265
H 1.1889 2.9308 3.4580
H 2.8893 3.2902 3.7636
H 2.2156 1.7427 4.2710
H 1.2174 2.6940 0.0188
H 2.9228 2.8840 -0.3779
H 2.1606 3.9724 0.7913
H 4.7514 0.7017 2.6082
H 5.0693 2.2438 1.8165
H 4.7120 0.8174 0.8408
N -0.8918 -1.7174 -2.1762
C -1.3231 -2.9732 -1.6577
C -2.6446 -3.3750 -1.7993
C -3.0540 -4.5968 -1.2844
C -2.1534 -5.4193 -0.6224
C -0.8333 -5.0109 -0.4843
C -0.4163 -3.7934 -0.9977
H -1.5738 -1.3154 -2.8093
H 0.0063 -1.7860 -2.6410
H -3.3446 -2.7417 -2.3312
H -4.0836 -4.9064 -1.4070
H -2.4726 -6.3750 -0.2317
H -0.1204 -5.6466 0.0238
H 0.6152 -3.4756 -0.8872
N -3.4378 -2.3772 1.4840
C -2.3468 -2.0188 2.1648
O -1.2845 -1.7241 1.6181
C -2.4380 -2.0353 3.6700
I -3.7583 -0.5223 4.3767
H -3.4142 -2.3234 0.4749
H -4.3147 -2.5468 1.9464
H -1.4593 -1.8341 4.0908
H -2.8270 -2.9799 4.0418
Br 3.9258 1.8527 -3.0644
C 3.5002 0.1916 -3.8531
C 3.8719 -0.0294 -5.1750
C 3.5711 -1.2376 -5.7829
C 2.9026 -2.2330 -5.0870
C 2.5296 -2.0221 -3.7655
C 2.8341 -0.8082 -3.1679
I 2.2000 -0.5833 -1.1356
H 4.3940 0.7457 -5.7183
H 3.8688 -1.4016 -6.8090
H 2.6732 -3.1752 -5.5653
H 2.0275 -2.8042 -3.2115
*
```

Löwdin atomic charge list, values in e, 8 entries:
1 Ru 0.94
2 O 0.09
3 N -0.33
4 O 0.10
5 C -0.05
6 C 0.08
7 C -0.14
8 C 0.03


[2]
Computed, not measured: a molecular structure, C33H40BaF6N5O6P2S2, with the ωB97M-V functional and the def2-TZVPD basis.

Its relative energy (zero: lowest compared OMol25 entry of this formula, charge and spin) is 4.496 eV. The value obtained for the frontier orbital gap is 0.3370 Eh.

```
! wB97M-V def2-TZVPD RIJCOSX def2/J DEFGRID3
* xyz 1 1
Ba 1.7323 0.5275 0.4269
F 6.7656 -0.2164 -0.6880
C 5.6809 -0.9392 -0.8646
F 5.7192 -2.0050 -0.0857
F 5.5632 -1.3012 -2.1308
S 4.1960 0.1374 -0.4414
O 3.0365 -0.3484 -1.1748
O 4.5959 1.4718 -0.7653
N 3.9770 0.0182 1.1314
S 3.1470 -1.2119 1.7262
O 3.0125 -2.3060 0.8104
O 1.9277 -0.6899 2.3225
C 4.1553 -1.7791 3.1929
F 5.0724 -2.6292 2.7676
F 4.7216 -0.7474 3.7848
F 3.3245 -2.3862 4.0229
O 2.6303 3.2853 -0.0530
N 2.7237 3.3582 1.3424
C 1.8719 4.1541 1.8480
C 0.9046 5.0281 1.1323
C 1.1202 6.4003 1.2103
C 0.2820 7.2796 0.5445
C -0.7904 6.7876 -0.1849
C -1.0274 5.4226 -0.2363
C -0.1886 4.5266 0.4194
P -0.5149 2.7230 0.4428
C -1.7748 2.5619 1.7572
C -2.5065 1.3757 1.8513
C -3.4390 1.2047 2.8617
C -3.6332 2.2034 3.8076
C -2.8916 3.3717 3.7379
C -1.9704 3.5533 2.7146
C -1.4468 2.5095 -1.1123
C -0.6782 2.3854 -2.2696
C -1.2789 2.2981 -3.5163
C -2.6636 2.3173 -3.6148
C -3.4386 2.4373 -2.4686
C -2.8342 2.5418 -1.2233
H 3.4711 2.8651 -0.3061
H 1.9565 4.2300 2.9284
H 1.9605 6.7765 1.7806
H 0.4678 8.3438 0.5934
H -1.4500 7.4668 -0.7080
H -1.8781 5.0558 -0.7955
H -2.3474 0.5829 1.1253
H -4.0197 0.2932 2.9164
H -4.3625 2.0685 4.5952
H -3.0345 4.1509 4.4746
H -1.4140 4.4802 2.6602
H 0.4069 2.3859 -2.2036
H -0.6700 2.2171 -4.4073
H -3.1385 2.2457 -4.5846
H -4.5178 2.4635 -2.5447
H -3.4469 2.6507 -0.3370
O 0.1843 -0.9891 -0.0585
P -0.3463 -2.4008 -0.3665
N 0.7371 -3.4227 -1.0262
C 1.2487 -4.6697 -0.4137
C 2.1948 -5.2161 -1.4790
C 2.7530 -3.9555 -2.1350
C 1.5199 -3.0652 -2.2257
N -1.5989 -2.2015 -1.4074
C -1.8003 -0.9291 -2.1467
C -2.5304 -1.3442 -3.4251
C -2.1220 -2.8003 -3.6321
C -2.1109 -3.3308 -2.2068
N -0.9112 -3.2681 0.9200
C -2.3462 -3.2859 1.2727
C -2.4884 -2.3608 2.4974
C -1.0470 -2.1356 2.9973
C -0.2295 -3.1672 2.2222
H 0.4289 -5.3470 -0.1836
H 1.7892 -4.4568 0.5100
H 1.6359 -5.7999 -2.2136
H 2.9634 -5.8560 -1.0489
H 3.2042 -4.1366 -3.1093
H 3.4984 -3.4972 -1.4846
H 0.9462 -3.3049 -3.1265
H 1.7559 -2.0050 -2.2478
H -0.8421 -0.4605 -2.3696
H -2.3836 -0.2198 -1.5596
H -2.2686 -0.6997 -4.2625
H -3.6104 -1.2795 -3.2770
H -1.1203 -2.8560 -4.0640
H -2.8042 -3.3507 -4.2777
H -1.4906 -4.2155 -2.0633
H -3.1291 -3.5778 -1.8897
H -2.6040 -4.3127 1.5382
H -2.9581 -2.9864 0.4284
H -3.1094 -2.8269 3.2613
H -2.9610 -1.4207 2.2173
H -0.9503 -2.2610 4.0748
H -0.7042 -1.1315 2.7428
H -0.2772 -4.1461 2.7064
H 0.8175 -2.9061 2.0983
*
```

Löwdin atomic charge list, values in e, 8 entries:
1 Ba 2.07
2 F 0.19
3 C -0.66
4 F 0.17
5 F 0.18
6 S 0.55
7 O -0.54
8 O -0.24


[3]
Computed, not measured: a molecular structure, C33H40BeCaCl6F5N4O9PS2, with the ωB97M-V functional and the def2-TZVPD basis.

The value obtained for the frontier orbital gap is 0.0309 Eh.

```
! wB97M-V def2-TZVPD RIJCOSX def2/J DEFGRID3
* xyz 0 1
C -0.9192 -5.4484 -0.8197
C -0.3758 -4.5091 -2.0928
N -0.1982 -3.0545 -1.7348
C 1.2109 -2.6895 -1.3431
C 2.0770 -3.8781 -0.6189
N 2.6281 -5.0373 -0.3221
P 2.1317 -2.2303 -2.9977
N 1.5005 -3.1686 -4.3743
O 3.8333 -2.7307 -2.8908
C 1.3007 -1.3316 -0.3704
C 1.0060 -0.0431 -1.3959
N 0.5769 0.8974 -2.2126
C 2.8408 -1.1326 0.2162
O 3.0659 -1.7148 1.5402
C 4.2665 -2.5467 1.6216
C 0.1330 -1.2733 0.7765
F 0.0666 -2.5706 1.5066
F -1.2511 -1.0264 0.2227
C 0.3463 -0.0439 1.8854
F 0.6433 -0.7531 3.1808
F -0.8779 0.7597 2.1084
H -2.0874 -5.6481 -0.9404
H -0.6874 -4.8965 0.1864
H -0.3142 -6.4515 -0.8665
H -1.2728 -4.5480 -2.8800
H 0.5411 -4.9983 -2.6535
H -0.4227 -2.4837 -2.5789
H 1.8463 -4.1623 -4.2581
H 0.4618 -3.1330 -4.4616
H 4.3866 -1.8938 -2.7545
H 3.5836 -1.4632 -0.6227
H 2.9843 0.0469 0.3303
H 5.0396 -2.1198 2.4000
H 3.9119 -3.6146 2.0187
H 4.8248 -2.7483 0.6165
H 1.2284 0.6750 1.6146
C 0.1024 3.3187 -0.3213
C 0.9279 3.5563 0.7774
C 0.5705 4.5175 1.7244
C -0.6107 5.2524 1.5660
C -1.4234 5.0320 0.4547
C -1.0720 4.0545 -0.4854
C -2.6460 5.8358 0.2515
O -3.3623 5.6404 -0.7226
C -2.9878 6.8838 1.2339
C -4.1125 7.6922 1.0233
C -4.4504 8.6768 1.9543
C -3.6739 8.8503 3.0996
C -2.5498 8.0501 3.3091
C -2.2007 7.0714 2.3691
C -0.9897 6.2544 2.5820
O -0.3041 6.4094 3.5860
H 0.3763 2.5632 -1.0545
H 1.8497 2.9917 0.8987
H 1.2172 4.6940 2.5824
H -1.7086 3.8674 -1.3484
H -4.7259 7.5611 0.1333
H -5.3212 9.3068 1.7862
H -3.9411 9.6123 3.8286
H -1.9456 8.1947 4.2032
Be 2.5459 1.5754 1.9394
F -6.4621 8.3327 0.6653
C -4.3728 0.2164 0.9817
C -3.9853 1.5980 0.4566
C -5.1178 2.5590 0.8146
S -5.8845 1.9009 2.2880
O -7.2362 1.4971 1.9627
O -5.5825 2.7669 3.4102
C -4.8707 0.4397 2.4019
H -3.5289 -0.4791 0.9564
H -5.1760 -0.2021 0.3634
H -3.0571 1.9250 0.9408
H -3.8052 1.5848 -0.6229
H -4.7423 3.5649 1.0189
H -5.8748 2.5967 0.0265
H -5.4596 -0.3946 2.7868
H -4.0409 0.6602 3.0800
C 8.6320 -5.5782 -2.0893
C 7.5764 -5.3407 -3.1681
C 6.2360 -5.1422 -2.4624
S 6.6145 -4.4724 -0.8500
O 6.2333 -5.4440 0.1534
O 6.1828 -3.0900 -0.7946
C 8.3869 -4.5133 -1.0308
H 9.6466 -5.5171 -2.4935
H 8.4992 -6.5766 -1.6556
H 7.8317 -4.4375 -3.7356
H 7.5293 -6.1721 -3.8784
H 5.5953 -4.4426 -3.0051
H 5.7138 -6.0924 -2.3206
H 8.8551 -4.7443 -0.0724
H 8.7103 -3.5284 -1.3808
O 1.4313 0.3316 5.7149
H 0.9772 -0.1711 5.0635
Ca -5.3788 5.3213 -1.6904
C -7.4121 -1.5247 -2.0822
Cl -7.0308 -3.2226 -1.6994
Cl -6.2814 -0.9272 -3.3227
Cl -9.0807 -1.4149 -2.6972
Cl -7.2555 -0.5342 -0.6094
Cl 9.9379 -5.7058 0.9996
Cl -10.5472 -2.1250 -4.8302
*
```

Löwdin atomic charge list, values in e, 8 entries:
1 C -0.10
2 C -0.27
3 N -0.07
4 C -0.47
5 C -0.09
6 N 0.17
7 P 0.97
8 N -0.18


[4]
Computed, not measured: 3 unconnected molecules or ions with the total composition C33H40ClF8O10PS2, with the ωB97M-V functional and the def2-TZVPD basis.

As for the SMILES: C=CCC1=C(CCOCC(F)(F)C(F)(F)C(F)(F)C(F)F)C(=O)c2c(CCOC(=O)CC)ccc(P(O)Cl)c2C1=O.O=S1(=O)CCCC1.O=S1(=O)CCCC1. The value obtained for the frontier orbital gap is 0.2907 Eh.

```
! wB97M-V def2-TZVPD RIJCOSX def2/J DEFGRID3
* xyz 0 1
C -3.2158 2.5331 0.5142
C -2.1584 3.1349 0.0014
C -1.4809 2.6640 -1.2482
C -0.1060 2.0617 -1.0555
C 0.5789 1.5779 -2.0932
C 0.0760 1.6559 -3.5108
C 0.3873 3.0471 -4.0655
O 1.7884 3.1479 -4.3327
C 2.2657 4.4541 -4.2687
C 3.0672 4.7036 -2.9701
F 2.2409 5.3082 -2.0812
F 3.4522 3.5455 -2.4053
C 4.3291 5.5422 -3.1897
F 5.0773 4.9788 -4.1520
F 3.9462 6.7421 -3.6606
C 5.2554 5.7285 -1.9644
F 6.2370 6.5676 -2.3729
F 5.8458 4.5911 -1.6020
C 4.6488 6.3879 -0.7134
F 3.9925 5.4873 0.0267
F 3.8502 7.4176 -1.0216
C 1.9170 0.9163 -1.9316
O 2.6425 0.7899 -2.9033
C 2.2403 0.3863 -0.5656
C 3.1952 -0.5786 -0.3848
C 4.0316 -1.1597 -1.4960
C 3.2003 -2.2178 -2.2122
O 4.0300 -3.1332 -2.9277
C 3.4840 -3.6757 -4.0533
O 4.2208 -3.9975 -4.9700
C 1.9883 -3.9115 -4.1819
C 1.5175 -3.2326 -5.4750
C 3.4414 -1.0546 0.8680
C 2.7169 -0.5772 1.9061
C 1.7853 0.3811 1.7457
P 0.9331 0.8447 3.3089
O -0.6320 1.0090 2.8549
Cl 1.6384 2.7535 3.7451
C 1.5369 0.8975 0.5005
C 0.5215 1.9876 0.2839
O 0.2673 2.7679 1.1812
H -3.5522 1.6143 0.0542
H -3.7594 2.9420 1.3498
H -1.7851 4.0218 0.4925
H -1.4668 3.4510 -1.9978
H -2.1036 1.8692 -1.6619
H 0.6150 0.9518 -4.1393
H -0.9851 1.4438 -3.5773
H 0.1502 3.8152 -3.3332
H -0.1576 3.2391 -4.9933
H 2.9362 4.6084 -5.1128
H 1.4917 5.2190 -4.2993
H 5.4783 6.7681 -0.1149
H 4.3690 -0.3994 -2.1854
H 4.9338 -1.6168 -1.0971
H 2.4773 -1.7077 -2.8433
H 2.6344 -2.7606 -1.4506
H 1.8057 -4.9816 -4.2016
H 1.3994 -3.4925 -3.3698
H 1.9178 -3.7369 -6.3443
H 0.4340 -3.1718 -5.5023
H 1.8995 -2.2126 -5.5029
H 4.2053 -1.8012 0.9973
H 2.8917 -0.9768 2.8969
H -1.0971 0.3968 3.4354
C -5.0468 -3.2965 1.7779
C -6.0975 -2.2410 2.1372
C -5.4775 -0.8665 1.8587
S -4.2743 -1.1148 0.5487
O -2.9581 -0.8491 1.0692
O -4.7415 -0.4862 -0.6645
C -4.4888 -2.8855 0.4173
H -5.4748 -4.2986 1.7459
H -4.2522 -3.2894 2.5232
H -6.9833 -2.3792 1.5124
H -6.4118 -2.3261 3.1757
H -6.2172 -0.1428 1.5253
H -4.9450 -0.4817 2.7266
H -3.5344 -3.3496 0.1791
H -5.2077 -3.0742 -0.3801
C -2.0309 -5.1611 6.3163
C -2.4836 -4.2364 7.4537
C -3.0560 -2.9659 6.8122
S -3.6850 -3.4588 5.2032
O -2.8987 -2.8065 4.1857
O -5.1253 -3.3916 5.2045
C -3.1750 -5.1703 5.3070
H -1.8085 -6.1649 6.6744
H -1.1273 -4.7609 5.8515
H -3.2583 -4.7339 8.0404
H -1.6646 -3.9976 8.1301
H -3.8706 -2.5439 7.3951
H -2.2862 -2.2138 6.6506
H -2.8816 -5.5229 4.3207
H -4.0240 -5.7453 5.6755
*
```

Löwdin atomic charge list, values in e, 8 entries:
1 C 0.02
2 C -0.18
3 C -0.11
4 C -0.05
5 C -0.08
6 C -0.08
7 C -0.17
8 O -0.10


[5]
Computed, not measured: a molecular structure, C33H40ClMnN4O7P2, with the ωB97M-V functional and the def2-TZVPD basis.

Its expectation value of S² is 0.77. Its relative energy (zero: lowest compared OMol25 entry of this formula, charge and spin) is 0.000 eV. The value obtained for the frontier orbital gap (spin up / spin down) is 0.2149 / 0.2151 Eh.

```
! wB97M-V def2-TZVPD RIJCOSX def2/J DEFGRID3
* xyz -1 2
Mn -1.1437 0.2849 -0.2935
C -0.7152 -2.3041 3.6462
O -2.1173 -2.2954 3.4335
C -2.6917 -1.0396 3.3774
C -3.6377 -0.7178 4.3210
C -4.3072 0.5075 4.2725
C -3.9995 1.3892 3.2629
C -3.0451 1.0893 2.2798
C -2.8192 2.0898 1.2543
N -2.0351 1.9446 0.2554
N -1.9308 3.0052 -0.6305
C -1.2930 2.6213 -1.7059
O -0.7903 1.4543 -1.9056
C -1.1092 3.6412 -2.7779
C -0.2243 3.3786 -3.8193
C -0.0258 4.3117 -4.8270
C -0.7181 5.5142 -4.8067
C -1.6093 5.7769 -3.7731
C -1.8042 4.8476 -2.7635
C -2.3692 -0.1596 2.3083
O -1.4698 -0.5373 1.4472
H -0.4315 -3.3442 3.8055
H -0.4546 -1.7203 4.5365
H -0.1791 -1.9034 2.7846
H -3.8570 -1.4496 5.0895
H -5.0604 0.7509 5.0101
H -4.5120 2.3434 3.2013
H -3.3568 3.0335 1.3408
H 0.2928 2.4284 -3.8293
H 0.6657 4.0977 -5.6330
H -0.5686 6.2422 -5.5948
H -2.1591 6.7102 -3.7591
H -2.4940 5.0355 -1.9524
C 2.0248 1.6996 -0.9727
P 1.0704 0.7923 0.2958
C 2.0168 -0.7932 0.3936
N 3.2273 -0.8256 0.8926
C 3.8266 -2.0396 1.0034
C 5.1244 -2.1295 1.5503
C 5.7226 -3.3510 1.6883
C 5.0535 -4.5272 1.2895
C 3.7972 -4.4656 0.7537
C 3.1607 -3.2169 0.5944
N 1.9245 -3.1580 0.0357
C 1.3670 -1.9778 -0.0802
P -0.2988 -1.8035 -0.8620
C -1.1310 -3.2796 -0.1986
C 0.0275 -2.2109 -2.6547
C 0.5226 -3.6377 -2.8834
C -1.3093 -1.9933 -3.3760
C 1.0386 -1.1964 -3.1921
C 1.5254 1.7059 1.8710
C 1.1807 0.8072 3.0612
C 2.9860 2.1620 1.9527
C 0.6345 2.9524 1.9128
H 3.0947 1.5984 -0.7889
H 1.7401 2.7520 -0.9463
H 1.7694 1.3151 -1.9562
H 5.6126 -1.2125 1.8544
H 6.7170 -3.4227 2.1104
H 5.5444 -5.4845 1.4109
H 3.2610 -5.3510 0.4374
H -0.4602 -4.1372 -0.1970
H -2.0242 -3.4805 -0.7876
H -1.4647 -3.0372 0.8110
H -0.2409 -4.3680 -2.6107
H 1.4231 -3.8553 -2.3089
H 0.7485 -3.7743 -3.9458
H -2.0934 -2.6526 -2.9988
H -1.1781 -2.2035 -4.4422
H -1.6581 -0.9664 -3.2583
H 2.0222 -1.3090 -2.7255
H 0.6699 -0.1815 -3.0274
H 1.1622 -1.3424 -4.2693
H 1.8565 -0.0490 3.1217
H 0.1560 0.4398 2.9876
H 1.2803 1.3801 3.9877
H 3.6784 1.3300 1.8554
H 3.1439 2.6381 2.9260
H 3.2158 2.9057 1.1878
H -0.4221 2.6944 1.9051
H 0.8268 3.6201 1.0701
H 0.8502 3.5065 2.8313
O -4.6906 -1.3477 -2.1770
Cl -4.1753 -0.7939 -0.9593
O -5.1140 0.1100 -0.3713
O -3.8176 -1.8333 -0.0401
O -2.9553 -0.0283 -1.3165
*
```

Löwdin atomic charge list, values in e, 8 entries:
1 Mn 0.29
2 C -0.09
3 O -0.10
4 C -0.22
5 C -0.02
6 C -0.11
7 C -0.06
8 C -0.13


For the records above, the corresponding calculated total energy values read -280713.57281; -111847.13984; -197752.76350; -120565.54016; -117580.68896 eV.